103
Properties=species:S:1:pos:R:3:forces:R:3:lowdin_charge:R:1 method="wB97M-V/def2-TZVPD" energy_ev=-79898.0898 gap_ev=7.95 smiles="CC(=O)OCCc1cnc2cccc(I)c2n1.CCOC(=O)OC.CCOC(=O)OC.CCOC(=O)OC.CCOC(=O)OC.CCOC(=O)OC" spin_multiplicity=1 e_homo_ev=-8.69
C -0.28023 1.14969 1.08709 -1.626 0.776 0.510 0.02
C -0.37760 2.59178 0.46509 1.677 -0.604 -0.678 -0.45
O 0.26708 2.80838 -0.54112 -1.656 0.245 1.162 0.07
O -1.14971 3.59145 1.06831 -0.314 -2.046 -0.514 -0.05
C -2.13294 4.14039 0.15685 -0.456 1.580 -0.727 -0.18
C -3.49732 4.50077 0.89938 0.741 -1.373 0.018 -0.08
C -4.54436 3.32354 0.85158 -0.476 -0.117 -0.068 -0.19
C -4.02813 1.92061 0.93066 -0.475 -0.146 -0.097 -0.04
N -4.77804 0.78658 0.89171 -0.452 3.948 -0.001 0.12
C -6.12641 1.12330 0.81062 -2.479 -1.108 0.021 -0.20
C -7.11709 -0.01543 0.80098 -1.385 0.820 0.034 -0.01
C -8.55613 0.15552 0.76278 2.641 2.070 -0.044 -0.06
C -9.08647 1.57019 0.71768 2.237 -0.042 0.230 -0.13
C -8.16647 2.70977 0.72547 -0.527 -2.869 0.043 -0.59
I -9.02776 4.70436 0.71168 0.745 -1.379 -0.004 0.76
C -6.66851 2.49402 0.76938 -1.214 0.047 -0.095 -0.24
N -5.86552 3.63124 0.76741 2.072 -2.651 0.236 0.12
H -1.12593 0.56253 0.60717 0.983 0.577 0.470 0.09
H 0.67686 0.62464 0.85197 -0.782 0.831 0.183 0.09
H -0.52802 1.19598 2.18289 0.506 -0.215 -0.977 0.09
H -2.30264 3.47162 -0.73011 0.175 0.437 0.939 0.14
H -1.70101 5.10138 -0.25394 -0.479 -1.016 0.417 0.13
H -3.22074 4.64012 1.98603 -0.402 0.231 -1.120 0.13
H -3.87722 5.44390 0.43279 -0.025 -0.957 0.649 0.12
H -2.91670 1.78845 1.03226 -1.365 0.125 -0.097 0.09
H -6.71466 -1.06378 0.85386 -0.260 1.329 -0.119 0.09
H -9.22257 -0.75035 0.76471 0.709 1.244 -0.012 0.10
H -10.20125 1.68382 0.71739 1.333 0.230 -0.058 0.09
C 3.77162 -1.35894 -4.40113 -0.300 0.096 -0.050 -0.06
C 4.71125 -0.82117 -3.34108 0.001 -0.591 -0.225 -0.22
O 4.61618 0.60637 -3.24675 0.005 0.219 0.277 0.04
C 3.55912 1.07100 -2.56835 -0.105 0.018 -0.196 -0.58
O 2.70824 0.40352 -2.03618 0.219 0.098 0.005 0.13
O 3.60041 2.40929 -2.60387 -0.390 -0.924 -0.012 -0.06
C 2.47348 3.04252 -1.98556 0.024 0.313 0.020 -0.04
H 3.93904 -0.85259 -5.35444 0.140 -0.083 0.037 0.08
H 3.91805 -2.43176 -4.53736 0.073 0.052 0.024 0.08
H 2.72912 -1.18625 -4.12746 0.080 -0.056 0.093 0.08
H 5.74093 -1.04846 -3.62213 -0.012 0.316 0.024 0.12
H 4.53189 -1.28680 -2.36936 -0.149 0.186 -0.022 0.12
H 2.32285 2.67932 -0.97466 0.096 -0.147 -0.251 0.08
H 1.58086 2.88189 -2.58819 0.046 -0.145 0.175 0.10
H 2.67630 4.11326 -1.94204 0.222 -0.102 -0.147 0.10
C -0.20094 0.02270 8.05699 0.111 0.307 -0.050 -0.07
C 0.27512 -1.06971 7.12015 -0.189 -0.111 0.577 -0.21
O 0.48524 -0.55910 5.79718 0.241 -0.031 -0.240 0.03
C 1.62587 0.11654 5.61474 -0.209 0.070 0.087 -0.60
O 2.47281 0.31778 6.44712 -0.096 -0.075 -0.195 0.12
O 1.65239 0.55237 4.34787 -0.024 -0.162 0.151 -0.01
C 2.78315 1.36796 4.03917 0.276 0.239 -0.206 -0.04
H -1.08006 0.52419 7.64614 -0.044 -0.156 0.039 0.08
H -0.45232 -0.39050 9.03517 -0.007 -0.024 -0.063 0.08
H 0.56672 0.78632 8.19403 0.033 -0.133 0.030 0.08
H -0.49430 -1.83890 7.03753 0.058 0.098 -0.306 0.12
H 1.17825 -1.55625 7.49443 0.057 0.184 -0.132 0.12
H 3.71568 0.87067 4.30659 -0.111 0.057 0.124 0.10
H 2.69988 2.32819 4.55046 0.105 -0.108 0.074 0.10
H 2.78082 1.54457 2.96412 -0.221 -0.138 0.068 0.09
C -11.14824 -6.84623 -0.73751 0.119 -0.064 0.303 -0.07
C -10.58869 -5.64886 -1.47966 -0.255 -0.493 -0.293 -0.21
O -10.23177 -4.59930 -0.57048 0.278 0.222 0.048 0.03
C -9.07005 -4.76408 0.07208 -0.230 -0.105 0.006 -0.60
O -8.31408 -5.69293 -0.05420 -0.069 0.224 0.016 0.13
O -8.90216 -3.72367 0.90068 -0.021 -0.033 -0.200 -0.01
C -7.73419 -3.81461 1.71656 0.321 0.073 0.276 -0.05
H -11.97190 -6.54371 -0.08700 -0.050 0.020 -0.158 0.08
H -11.50803 -7.60096 -1.43871 0.000 0.069 -0.003 0.08
H -10.38999 -7.30402 -0.09981 0.028 0.012 -0.137 0.08
H -11.35458 -5.24007 -2.14052 0.093 0.250 0.192 0.12
H -9.73704 -5.92438 -2.10514 0.074 0.059 0.215 0.12
H -6.84169 -3.98879 1.11454 -0.123 -0.140 0.009 0.10
H -7.85743 -4.60619 2.45705 0.096 -0.043 -0.133 0.10
H -7.61780 -2.86559 2.23903 -0.258 -0.001 -0.122 0.08
C 8.15250 7.44305 0.13883 0.128 -0.139 -0.257 -0.07
C 6.72890 7.12905 0.55428 0.405 0.165 0.356 -0.22
O 5.89293 6.91754 -0.58964 -0.210 -0.199 -0.017 0.03
C 6.00532 5.71564 -1.17171 0.031 0.118 -0.190 -0.60
O 6.72715 4.81913 -0.81300 -0.162 0.143 0.013 0.12
O 5.19316 5.69100 -2.23348 0.108 0.167 0.278 0.01
C 5.27719 4.48600 -3.00358 0.381 0.007 -0.314 -0.04
H 8.17114 8.27713 -0.56619 -0.052 0.058 0.145 0.08
H 8.76069 7.69890 1.00817 -0.062 0.014 -0.015 0.08
H 8.61320 6.59066 -0.36348 -0.057 -0.020 0.126 0.07
H 6.31034 7.98172 1.09150 -0.199 -0.053 -0.242 0.12
H 6.68598 6.27080 1.22835 -0.004 -0.072 -0.216 0.12
H 5.14027 3.61233 -2.38239 0.334 0.264 0.009 0.08
H 6.23847 4.44299 -3.52001 -0.002 -0.010 0.105 0.11
H 4.48395 4.50937 -3.74853 -0.005 0.230 0.171 0.10
C 5.48923 -7.90911 -4.12289 -0.025 0.063 0.323 -0.07
C 6.20164 -6.89412 -4.99459 -0.045 -0.605 -0.150 -0.21
O 6.00023 -5.56195 -4.50468 0.199 0.287 0.054 0.03
C 6.75410 -5.21372 -3.45545 -0.207 -0.142 -0.024 -0.60
O 7.57347 -5.90658 -2.90859 -0.089 0.186 -0.113 0.13
O 6.42209 -3.96442 -3.10199 0.075 -0.104 -0.145 -0.01
C 7.09469 -3.49512 -1.93295 0.141 0.222 0.335 -0.04
H 4.43447 -7.64735 -4.01312 0.026 -0.043 -0.159 0.08
H 5.56424 -8.90851 -4.55458 -0.006 0.062 -0.029 0.08
H 5.91719 -7.93582 -3.11924 0.085 -0.023 -0.108 0.08
H 5.78232 -6.92136 -6.00153 -0.031 0.311 0.099 0.12
H 7.26714 -7.11623 -5.08316 -0.038 0.138 0.186 0.12
H 8.17538 -3.60645 -2.02384 -0.105 -0.150 0.008 0.10
H 6.72667 -4.02724 -1.05445 0.150 -0.054 -0.056 0.10
H 6.86546 -2.43643 -1.81868 -0.142 -0.104 -0.209 0.08